--- one ---
49
Properties=species:S:1:pos:R:3 method="wB97M-V/def2-TZVPD" smiles="COc1ccc(S(=O)(=O)N[C@H](C)C(=O)NC[C@H]2CCCO2)cc1OC" lumo_ev=0.6132 homo_lumo_gap_ev=9.41 multiplicity=1
C 6.24469 -0.48844 2.30604
H 7.43325 -0.51201 2.14329
O 5.89294 -0.02500 0.91656
C 4.45629 -0.03813 0.71212
C 3.44892 -0.42176 1.54075
C 2.02334 -0.18813 1.42835
C 1.63786 0.15501 0.27237
C 2.65743 0.54803 -0.99423
C 3.96939 0.41748 -0.66590
O 5.08107 0.56424 -1.44241
C 4.67122 1.22867 -2.72329
H 4.08271 2.07547 -2.84246
H 5.71057 0.97782 -3.35451
H 4.16249 0.36390 -3.23720
H 2.32039 0.82218 -1.96979
S -0.05808 0.37916 -0.21303
O -0.72962 0.56320 0.88179
O -0.16311 1.18540 -1.42164
N -0.22918 -1.04897 -0.85835
H -0.48156 -1.20671 -1.67222
C -1.27862 -1.96455 -0.08480
C -2.82214 -1.73303 -0.27580
O -3.48372 -2.64888 -0.32431
N -3.10110 -0.55542 -0.70849
H -2.39411 0.33613 -1.03499
C -4.30814 -0.23776 -1.25388
H -4.38179 -0.00627 -2.24779
H -4.93788 -1.02222 -1.27351
C -5.09020 0.71643 -0.15481
C -4.99936 0.21953 1.25960
H -5.99057 -0.04622 1.40842
C -4.70700 1.48791 1.85528
H -4.15953 1.33455 2.94996
C -3.76733 2.10114 0.98246
H -3.75526 3.24578 1.14072
O -4.23741 2.17322 -0.24783
H -2.69602 1.84295 0.90957
H -5.56847 2.13530 2.43005
H -4.28965 -0.46405 1.34790
H -6.14232 1.10520 -0.52831
C -0.71920 -3.49952 0.16249
H -0.93892 -3.73315 -0.77600
H 0.10030 -3.56516 0.44990
H -1.55458 -4.14563 0.61388
H -1.26981 -1.48993 0.94873
H 1.46687 -0.33329 2.10123
H 3.78001 -0.65025 2.73505
H 6.02451 0.08908 3.02273
H 5.86475 -1.39241 2.39872



--- two ---
49
Properties=species:S:1:pos:R:3 method="wB97M-V/def2-TZVPD" smiles="CCN(CC)S(=O)(=O)c1ccc(OC[C@H]2CCCCO2)c([N+](=O)[O-])c1" lumo_ev=-0.3711 homo_lumo_gap_ev=8.86 multiplicity=1
C 2.82752 0.29403 3.44356
H 2.61950 0.00772 4.47109
H 3.38322 1.22804 3.44690
H 1.88560 0.45773 2.92641
C 3.63538 -0.80202 2.75246
N 3.95732 -0.43798 1.39046
S 3.18453 -1.30104 0.20926
O 3.80094 -1.00783 -1.04865
O 2.99775 -2.67535 0.58467
C 1.56554 -0.52160 0.23503
C 1.47424 0.83840 0.04336
C 0.23006 1.45320 0.04762
C -0.95346 0.71257 0.26717
C -0.82151 -0.66912 0.45309
C 0.42031 -1.27274 0.43304
H 0.52423 -2.33690 0.57578
H -1.69404 -1.27937 0.61625
O -2.08726 1.41373 0.35393
C -3.36263 0.80922 0.37962
C -3.95731 0.69099 -1.03190
C -3.22084 -0.31418 -1.92260
C -3.93351 -0.40532 -3.27147
C -5.40287 -0.75005 -3.03870
C -6.01211 0.26562 -2.07285
H -7.03563 -0.00563 -1.80727
O -5.30752 0.31531 -0.84952
H -6.01529 1.26330 -2.53813
H -5.95753 -0.73884 -3.97705
H -5.48004 -1.74722 -2.60139
H -3.45782 -1.16198 -3.89705
H -3.85979 0.55563 -3.78602
H -2.18556 0.00043 -2.06041
H -3.23257 -1.29509 -1.44194
H -3.90751 1.68642 -1.50583
H -3.36442 -0.16474 0.87340
H -3.99572 1.48875 0.95584
N 0.18810 2.87570 -0.20206
O 1.15902 3.51405 0.14357
O -0.77921 3.33464 -0.76137
H 2.36169 1.42924 -0.12061
C 5.26387 0.10704 1.08954
C 6.36512 -0.94915 1.08042
H 6.45693 -1.42963 2.05199
H 6.12692 -1.70665 0.33798
H 7.31760 -0.49103 0.82730
H 5.18763 0.55521 0.09796
H 5.47841 0.89243 1.81925
H 3.05973 -1.72960 2.71297
H 4.55300 -0.99632 3.31492



In eV, relative to the most stable structure: one 13.103; two 0.000.



--- one ---
21
Properties=species:S:1:pos:R:3 method="wB97M-V/def2-TZVPD" charge=-1 lumo_ev="3.3778 / 3.2942" s2=0.7502 homo_lumo_gap_ev="2.40 / 9.43" multiplicity=2
C -1.49160 -1.37438 -1.04521
C -0.72488 -0.37319 -0.15432
N -0.81882 0.94415 -0.58125
C -1.65692 1.39103 -1.65969
C -0.41742 1.91444 0.47697
O -0.15827 -0.74343 0.85567
H -1.20137 -2.40719 -0.91767
H -2.46458 -1.74181 -0.60540
H -1.65188 -0.86220 -1.97999
H -1.23854 2.38105 -1.98499
H -2.72679 1.51798 -1.45051
H -1.52255 0.90691 -2.65842
H 0.31523 2.60389 0.08398
H -1.37457 2.37560 0.84523
H -0.13760 1.26712 1.34066
H 1.65719 -4.18928 0.64569
H 1.19642 -2.79243 1.00940
O 1.82399 -3.47936 1.28299
H 4.82015 0.46814 2.18926
H 3.51249 0.97870 1.86626
O 4.26032 1.21426 2.44133



--- two ---
21
Properties=species:S:1:pos:R:3 method="wB97M-V/def2-TZVPD" charge=-1 lumo_ev="3.6650 / 3.6561" s2=0.7616 homo_lumo_gap_ev="4.49 / 7.25" multiplicity=2
C -2.25730 -0.05184 -1.32349
C -1.67075 -0.65428 -0.04266
C -2.25170 -1.72484 0.60938
C 0.37660 -0.76854 1.23849
N -0.48385 -0.07097 0.47608
H -3.29108 -0.17754 -1.27935
H -2.28891 0.99072 -1.22953
H -1.64537 -0.32511 -2.24479
H -1.80763 -2.21377 1.50708
H -3.24700 -2.03953 0.34422
H 1.13155 -0.30368 1.85751
H 0.42172 -1.87446 1.26494
H -0.17287 3.45103 0.59033
H -0.23479 2.00963 0.15434
O 0.36148 2.83818 0.18471
H 4.27655 -0.09156 -0.09838
H 3.23230 -1.09979 -0.18331
O 4.12030 -0.91926 0.28829
H 1.20656 0.47983 -0.83956
H 2.10925 1.70017 -0.43473
O 2.11494 0.84562 -0.83957



In eV, relative to the most stable structure: one 0.250; two 0.000.